A structure of composition C34H27NO6PPdS, computed with ωB97M-V/def2-TZVPD.

Calculated values
* net charge: -1
* calculated total energy: -2685.48771 Ha
* frontier orbital gap (alpha / beta): 0.245 / 0.245 Eh
* relative energy (zero: lowest compared OMol25 entry of this formula, charge and spin): 23.8 kcal/mol
* HOMO energy (alpha / beta): -4.52 / -4.52 eV

Element x y z (Å)
Pd: 0.745 0.658 -1.327
C: 1.531 0.498 5.543
O: 2.853 0.528 5.051
C: 2.999 0.606 3.698
C: 4.322 0.508 3.222
C: 4.551 0.533 1.876
C: 3.526 0.710 0.920
C: 3.781 0.615 -0.498
C: 5.200 0.584 -1.035
O: 2.911 0.541 -1.372
C: 2.185 0.927 1.415
O: 1.195 1.320 0.711
C: 1.964 0.776 2.820
H: 1.611 0.481 6.628
H: 1.006 -0.398 5.199
H: 0.963 1.380 5.233
H: 5.133 0.387 3.928
H: 5.570 0.394 1.546
H: 5.970 0.474 -0.279
H: 5.371 1.513 -1.581
H: 5.263 -0.242 -1.743
H: 0.935 0.865 3.134
C: -2.146 -0.132 3.072
C: -2.546 1.122 2.631
C: -2.413 1.468 1.296
C: -1.873 0.562 0.389
C: -1.450 -0.686 0.842
C: -1.597 -1.038 2.175
P: -1.707 0.927 -1.408
C: -3.486 1.169 -1.855
C: -3.747 1.773 -3.089
C: -5.044 1.934 -3.541
C: -6.107 1.468 -2.778
C: -5.856 0.831 -1.572
C: -4.554 0.664 -1.120
C: -1.091 2.645 -1.432
C: -1.778 3.849 -1.334
C: -1.052 5.032 -1.313
C: 0.336 4.998 -1.370
C: 1.017 3.788 -1.452
C: 0.303 2.604 -1.515
H: -2.249 -0.396 4.118
H: -2.964 1.833 3.335
H: -2.725 2.448 0.953
H: -1.000 -1.379 0.142
H: -1.269 -2.012 2.516
H: -2.912 2.137 -3.677
H: -5.231 2.422 -4.491
H: -7.124 1.590 -3.127
H: -6.681 0.462 -0.975
H: -4.371 0.165 -0.177
H: -2.861 3.862 -1.281
H: -1.563 5.984 -1.238
H: 0.896 5.925 -1.355
H: 2.100 3.778 -1.475
O: 3.880 -4.625 -2.439
S: 3.109 -4.183 -1.303
O: 3.683 -4.453 -0.009
N: 2.658 -2.629 -1.455
C: 1.352 -2.512 -1.566
O: 0.695 -1.454 -1.738
C: 0.602 -3.814 -1.497
C: -0.768 -3.997 -1.548
C: -1.254 -5.298 -1.494
C: -0.385 -6.381 -1.406
C: 0.990 -6.186 -1.340
C: 1.457 -4.891 -1.379
H: -1.432 -3.147 -1.634
H: -2.322 -5.477 -1.521
H: -0.784 -7.388 -1.394
H: 1.680 -7.017 -1.259